Record 1
The following is a quantum chemistry calculation of 2 unconnected molecules or ions with the total composition C21H24N4O4S2 at a distorted geometry, from the Open Molecules 2025 dataset.

The value obtained for the total energy is -2130.35365 Eh. Its maximum force is 18.021 eV/A. Its HOMO-LUMO gap is 8.64 eV. The value obtained for the energy relative to the best compared isomer or geometry (same formula, charge and spin) is 436.3 kcal per mole.

Structure (ORCA input):
```
! wB97M-V def2-TZVPD RIJCOSX def2/J DEFGRID3
* xyz 0 1
C -1.0611 -3.3571 -1.7520
C 0.1730 -2.6906 -1.1387
C 1.4498 -3.1567 -1.1463
C 2.3969 -2.6660 -0.4905
C 2.1553 -1.6004 0.0182
C 0.8247 -0.9309 0.2464
C -0.2626 -1.6049 -0.2862
N -1.4937 -0.8807 -0.4898
C -1.8142 0.3153 -1.0638
N -2.8245 0.8780 -0.8772
C -3.8968 0.6186 -0.0342
C -5.1331 1.2282 0.0121
C -5.9984 0.4397 0.8068
C -5.8331 -0.5132 1.6072
C -4.6967 -1.3292 1.2889
C -3.7371 -0.8435 0.7310
C -2.3841 -1.7094 0.5048
O -2.1943 -2.6682 1.0438
H -4.4235 -2.1516 1.8487
H -6.6731 -0.9388 2.3154
H -6.9861 1.1690 0.9617
H -5.2564 2.1729 -0.2358
S -0.5232 1.0820 -1.9696
C -0.8649 2.7773 -1.4584
H -0.2710 3.4907 -2.6130
C -0.2702 2.9964 -0.2057
O -1.1784 2.9552 0.6727
N 1.0049 3.1015 0.0241
C 1.9449 2.7561 -0.8034
H 2.5778 3.7079 -0.9777
H 1.6613 2.5659 -1.9260
H 2.7072 2.0249 -0.6780
C 1.4613 3.1645 1.4372
H 0.5419 3.1591 2.0322
H 1.9415 2.1733 1.7592
H 2.1297 4.1968 1.5084
H -1.8483 2.9046 -1.8682
H 0.7270 0.0966 1.0034
S 3.4630 -0.5875 1.0505
O 2.8383 0.3513 2.1520
O 4.5327 -1.6990 1.5614
N 4.0087 0.4832 0.0940
C 5.0768 1.1847 0.5088
H 6.0024 0.4908 0.7807
H 5.3658 2.0787 -0.2827
H 4.9041 1.5995 1.3662
C 4.7203 -0.4381 -1.2454
H 5.5141 -1.2237 -0.9545
H 5.1159 0.4606 -2.0965
H 3.6652 -0.7572 -1.7192
H 3.3462 -3.0357 -0.4673
H 1.4745 -4.1463 -1.6733
H -0.5565 -4.0585 -2.6165
H -1.6434 -2.7217 -2.2957
H -1.6424 -3.8992 -0.9821
*
```

Formally, the Löwdin partial charges of the atoms, in units of the elementary charge, are as follows: atom 1 (C): -0.0152, atom 2 (C): -0.1600, atom 3 (C): -0.0642, atom 4 (C): -0.1936, atom 5 (C): -0.2306, atom 6 (C): 0.0602, atom 7 (C): -0.2209, atom 8 (N): 0.0754, atom 9 (C): -0.6836, atom 10 (N): 0.0946, atom 11 (C): -0.0592, atom 12 (C): 0.0100, atom 13 (C): -0.1656, atom 14 (C): -0.0937, atom 15 (C): -0.1035, atom 16 (C): -0.0162, atom 17 (C): -0.2941, atom 18 (O): 0.2135, atom 19 (H): 0.1091, atom 20 (H): 0.1573, atom 21 (H): 0.1640, atom 22 (H): 0.0648, atom 23 (S): 0.9959, atom 24 (C): -0.3735, atom 25 (H): 0.2040, atom 26 (C): -0.5927, atom 27 (O): 0.0184, atom 28 (N): -0.1752, atom 29 (C): -0.1879, atom 30 (H): 0.1242, atom 31 (H): 0.0968, atom 32 (H): 0.0516, atom 33 (C): 0.0113, atom 34 (H): 0.0755, atom 35 (H): 0.0752, atom 36 (H): 0.1548, atom 37 (H): 0.0558, atom 38 (H): 0.1984, atom 39 (S): 0.8322, atom 40 (O): -0.3900, atom 41 (O): -0.3950, atom 42 (N): -0.3926, atom 43 (C): -0.2293, atom 44 (H): 0.1388, atom 45 (H): 0.1590, atom 46 (H): 0.0097, atom 47 (C): 0.0061, atom 48 (H): 0.0973, atom 49 (H): 0.1513, atom 50 (H): 0.0932, atom 51 (H): 0.1262, atom 52 (H): 0.1523, atom 53 (H): 0.1371, atom 54 (H): 0.0320, atom 55 (H): 0.0905

Record 2
The following is a quantum chemistry calculation of 2 unconnected molecules or ions with the total composition C21H24N4O6S at a distorted geometry, from the Open Molecules 2025 dataset.

The value obtained for the total energy is -1883.03502 Eh. Its maximum force is 3.083 eV/A. Its HOMO-LUMO gap is 7.22 eV. The value obtained for the energy relative to the best compared isomer or geometry (same formula, charge and spin) is 200.9 kcal per mole. As for the SMILES: Cc1ccc(S(=O)(=O)n2cc([N+](=O)[O-])c3ccc([N+](=O)[O-])cc32)cc1.CN1CCCCC1.

Structure (ORCA input):
```
! wB97M-V def2-TZVPD RIJCOSX def2/J DEFGRID3
* xyz 0 1
C -7.4104 2.4967 -4.0556
N -6.3090 1.8690 -3.3706
C -5.5116 2.7809 -2.6024
C -4.2675 2.1037 -2.0353
C -4.6382 0.8265 -1.2881
C -5.5023 -0.1091 -2.1365
C -6.6939 0.6361 -2.7369
H -7.8789 1.7615 -4.7254
H -8.2034 2.8693 -3.3706
H -7.0402 3.3477 -4.6442
H -5.2544 3.6164 -3.2717
H -6.0927 3.2117 -1.7657
H -3.5754 1.8794 -2.8587
H -3.7698 2.8214 -1.3752
H -3.7397 0.3016 -0.9596
H -5.2097 1.1011 -0.3969
H -4.9115 -0.5370 -2.9596
H -5.8943 -0.9439 -1.5404
H -7.4430 0.8099 -1.9363
H -7.2056 0.0267 -3.5015
C -0.8346 -0.1193 -1.1906
C -0.0932 -0.5499 0.0441
C 0.1491 -1.9113 0.2702
C 0.8417 -2.3290 1.4063
C 1.2942 -1.3682 2.3131
S 2.4324 -1.8175 3.5947
O 2.0947 -1.2601 4.8720
O 2.9293 -3.1576 3.4366
N 3.7048 -0.7458 3.0377
C 4.6958 -1.1725 2.1191
C 4.6859 -2.2119 1.2029
C 5.7671 -2.2571 0.3109
N 5.6001 -2.9136 -0.9468
O 6.5271 -2.7947 -1.7839
O 4.5361 -3.5327 -1.1804
C 6.9346 -1.4584 0.5102
C 6.9195 -0.4316 1.4560
C 5.7672 -0.2386 2.2258
C 5.3470 0.7436 3.2271
N 6.2443 1.4756 4.0346
O 7.3033 1.9360 3.5371
O 5.9504 1.6075 5.2473
C 4.0373 0.4477 3.6015
C 1.0368 -0.0128 2.1142
C 0.3771 0.4014 0.9646
H -0.8841 0.9732 -1.2449
H -0.3173 -0.4952 -2.0826
H -1.8564 -0.5245 -1.1980
H -0.2010 -2.6418 -0.4684
H 1.0658 -3.3800 1.5638
H 3.8669 -2.9193 1.1358
H 7.7875 -1.6412 -0.1423
H 7.7660 0.2419 1.5949
H 3.4535 1.0035 4.3269
H 1.3889 0.7136 2.8411
H 0.2336 1.4708 0.7806
*
```

Formally, the Löwdin partial charges of the atoms, in units of the elementary charge, are as follows: atom 1 (C): -0.1069, atom 2 (N): -0.2519, atom 3 (C): -0.2236, atom 4 (C): -0.1888, atom 5 (C): -0.2061, atom 6 (C): -0.1821, atom 7 (C): -0.2244, atom 8 (H): 0.0843, atom 9 (H): 0.0895, atom 10 (H): 0.0848, atom 11 (H): 0.1211, atom 12 (H): 0.1235, atom 13 (H): 0.1142, atom 14 (H): 0.1082, atom 15 (H): 0.0744, atom 16 (H): 0.1139, atom 17 (H): 0.1143, atom 18 (H): 0.1105, atom 19 (H): 0.1235, atom 20 (H): 0.1206, atom 21 (C): -0.0420, atom 22 (C): -0.2494, atom 23 (C): -0.0175, atom 24 (C): -0.0412, atom 25 (C): -0.2848, atom 26 (S): 0.7611, atom 27 (O): -0.2522, atom 28 (O): -0.2466, atom 29 (N): -0.1001, atom 30 (C): -0.1435, atom 31 (C): 0.0854, atom 32 (C): -0.1406, atom 33 (N): -0.3175, atom 34 (O): 0.0543, atom 35 (O): 0.0547, atom 36 (C): 0.0273, atom 37 (C): 0.0149, atom 38 (C): -0.0706, atom 39 (C): -0.0874, atom 40 (N): -0.3154, atom 41 (O): 0.0594, atom 42 (O): 0.0611, atom 43 (C): 0.0247, atom 44 (C): -0.0517, atom 45 (C): -0.0128, atom 46 (H): 0.0807, atom 47 (H): 0.0940, atom 48 (H): 0.0714, atom 49 (H): 0.1286, atom 50 (H): 0.1201, atom 51 (H): 0.1163, atom 52 (H): 0.1207, atom 53 (H): 0.1176, atom 54 (H): 0.1475, atom 55 (H): 0.1121, atom 56 (H): 0.1226

Record 3
The following is a quantum chemistry calculation of a molecular structure, C21H24N4OS2Tc at a distorted geometry, from the Open Molecules 2025 dataset.

The value obtained for the total energy is -1985.48875 Eh. Its maximum force is 3.673 eV/A. Its HOMO-LUMO gap (alpha / beta) is 3.74 / 5.16 eV. The value obtained for the energy relative to the best compared isomer or geometry (same formula, charge and spin) is 35.8 kcal per mole.

Structure (ORCA input):
```
! wB97M-V def2-TZVPD RIJCOSX def2/J DEFGRID3
* xyz 2 2
Tc -2.2062 1.5041 -2.0274
S -0.0229 0.9033 -2.4509
C 0.6090 0.4229 -0.9211
N 1.8191 -0.0147 -0.7885
C 2.3024 -0.4586 0.5299
C 1.7387 0.4310 1.5981
N 0.2731 0.4947 1.4647
C -0.4762 0.5552 2.7423
C -0.3434 -0.7542 3.4759
C -0.8562 -1.9218 2.9150
C -0.7234 -3.1280 3.5825
C -0.0826 -3.1721 4.8154
C 0.4244 -2.0113 5.3783
C 0.2985 -0.8020 4.7069
C -0.2737 0.4983 0.2879
S -1.9816 0.5600 0.0644
C 2.8044 -0.1117 -1.8945
C 3.9288 0.8626 -1.6599
C 3.6745 2.2325 -1.6749
C 4.7040 3.1303 -1.4463
C 5.9914 2.6634 -1.2062
C 6.2482 1.3012 -1.1964
C 5.2161 0.3991 -1.4191
H 3.3884 -0.3907 0.5231
H 2.0088 -1.5006 0.6773
H 2.1372 1.4464 1.5284
H 1.9636 0.0245 2.5819
H -1.5091 0.8087 2.5220
H -0.0390 1.3722 3.3185
H -1.3748 -1.8892 1.9617
H -1.1281 -4.0332 3.1504
H 0.0146 -4.1133 5.3391
H 0.9159 -2.0433 6.3410
H 0.6880 0.1062 5.1529
H 2.2883 0.0682 -2.8332
H 3.1688 -1.1399 -1.8988
H 2.6757 2.6019 -1.8853
H 4.5088 4.1938 -1.4684
H 6.7960 3.3657 -1.0357
H 7.2514 0.9381 -1.0200
H 5.4206 -0.6657 -1.4219
O -2.3526 3.1138 -1.8990
C -6.8833 -1.1338 -2.0613
N -6.0505 -0.4664 -3.0792
C -6.6330 -0.2303 -4.4152
C -4.9003 0.0069 -2.7768
N -3.8412 0.4132 -2.5063
H -7.2392 -2.0747 -2.4751
H -7.7286 -0.4957 -1.8093
H -6.2888 -1.3296 -1.1738
H -6.9874 -1.1813 -4.8065
H -5.8742 0.1746 -5.0783
H -7.4623 0.4693 -4.3284
*
```

Formally, the Löwdin partial charges of the atoms, in units of the elementary charge, are as follows: atom 1 (Tc): 1.0225, atom 2 (S): 0.7392, atom 3 (C): -0.6297, atom 4 (N): -0.0960, atom 5 (C): -0.0625, atom 6 (C): -0.0599, atom 7 (N): -0.0823, atom 8 (C): -0.0899, atom 9 (C): -0.2346, atom 10 (C): -0.0420, atom 11 (C): -0.0603, atom 12 (C): -0.0569, atom 13 (C): -0.0517, atom 14 (C): -0.0375, atom 15 (C): -0.6133, atom 16 (S): 0.7299, atom 17 (C): -0.0904, atom 18 (C): -0.2363, atom 19 (C): -0.0392, atom 20 (C): -0.0586, atom 21 (C): -0.0569, atom 22 (C): -0.0533, atom 23 (C): -0.0404, atom 24 (H): 0.1383, atom 25 (H): 0.1542, atom 26 (H): 0.1566, atom 27 (H): 0.1396, atom 28 (H): 0.0898, atom 29 (H): 0.1425, atom 30 (H): 0.1013, atom 31 (H): 0.1122, atom 32 (H): 0.1158, atom 33 (H): 0.1167, atom 34 (H): 0.1209, atom 35 (H): 0.0872, atom 36 (H): 0.1419, atom 37 (H): 0.1056, atom 38 (H): 0.1132, atom 39 (H): 0.1156, atom 40 (H): 0.1160, atom 41 (H): 0.1202, atom 42 (O): -0.3685, atom 43 (C): 0.0252, atom 44 (N): -0.1448, atom 45 (C): 0.0260, atom 46 (C): -0.1855, atom 47 (N): 0.0154, atom 48 (H): 0.1082, atom 49 (H): 0.1103, atom 50 (H): 0.1033, atom 51 (H): 0.1086, atom 52 (H): 0.1043, atom 53 (H): 0.1099

Record 4
The following is a quantum chemistry calculation of 2 unconnected molecules or ions with the total composition C21H25 at a distorted geometry, from the Open Molecules 2025 dataset.

The value obtained for the total energy is -814.91911 Eh. Its maximum force is 2.090 eV/A. Its HOMO-LUMO gap is 4.83 eV. The value obtained for the energy relative to the best compared isomer or geometry (same formula, charge and spin) is 8.3 kcal per mole.

Structure (ORCA input):
```
! wB97M-V def2-TZVPD RIJCOSX def2/J DEFGRID3
* xyz 1 1
C -2.1937 -0.0016 2.1711
C -1.1199 -0.6585 1.2812
C 0.3024 -0.7089 1.8040
C 1.0000 -1.9392 1.8992
C 0.3630 -3.2992 1.8112
C 2.3759 -1.9500 2.0971
C 3.0913 -0.7808 2.3176
C 4.5842 -0.8878 2.4340
C 2.3740 0.4124 2.4431
C 0.9888 0.4528 2.2307
C 0.2829 1.7615 2.4485
H -3.0179 -0.7184 2.2885
H -1.7747 0.1823 3.1625
H -2.6261 0.9267 1.7393
H -1.4098 -1.6689 0.9763
H 1.1986 -4.0124 1.7606
H -0.2060 -3.5550 2.7175
H -0.2909 -3.4376 0.9368
H 2.9056 -2.9061 2.0815
H 5.0645 0.0831 2.5895
H 4.8650 -1.5518 3.2692
H 5.0006 -1.3533 1.5269
H 2.8815 1.3485 2.6791
H 1.0471 2.5186 2.6503
H -0.3074 2.1026 1.5854
H -0.3888 1.7248 3.3203
C 0.8983 0.9309 -4.4375
C -0.4696 0.7230 -4.6288
C -1.3564 0.7624 -3.5567
C -0.9027 1.0619 -2.2462
C 0.5189 1.1978 -2.0541
C 1.3893 1.1600 -3.1403
C -1.8705 1.3991 -1.2766
C -3.2186 1.0334 -1.3882
C -3.7331 0.7083 -2.6172
C -2.8436 0.5691 -3.8204
H -3.1862 1.2689 -4.6128
H 1.5652 0.9362 -5.3012
H -0.8972 0.5550 -5.6233
H 0.8808 1.3598 -1.0304
H 2.4623 1.3240 -2.9945
H -1.1447 -0.1845 0.2984
H -1.4794 1.8212 -0.3222
H -3.8284 1.1146 -0.4796
H -4.8126 0.6342 -2.7691
H -2.9619 -0.4590 -4.2207
*
```

Formally, the Löwdin partial charges of the atoms, in units of the elementary charge, are as follows: atom 1 (C): -0.0826, atom 2 (C): -0.1857, atom 3 (C): -0.1391, atom 4 (C): -0.2133, atom 5 (C): -0.0478, atom 6 (C): -0.0228, atom 7 (C): -0.2680, atom 8 (C): -0.0526, atom 9 (C): -0.0050, atom 10 (C): -0.2221, atom 11 (C): -0.0475, atom 12 (H): 0.0777, atom 13 (H): 0.0722, atom 14 (H): 0.0656, atom 15 (H): 0.0969, atom 16 (H): 0.0761, atom 17 (H): 0.0961, atom 18 (H): 0.0759, atom 19 (H): 0.1229, atom 20 (H): 0.0772, atom 21 (H): 0.0903, atom 22 (H): 0.0865, atom 23 (H): 0.1153, atom 24 (H): 0.0798, atom 25 (H): 0.0623, atom 26 (H): 0.0865, atom 27 (C): -0.0056, atom 28 (C): -0.0127, atom 29 (C): -0.1267, atom 30 (C): -0.1496, atom 31 (C): 0.0357, atom 32 (C): -0.0325, atom 33 (C): 0.0705, atom 34 (C): -0.0314, atom 35 (C): 0.0445, atom 36 (C): -0.0849, atom 37 (H): 0.1609, atom 38 (H): 0.1275, atom 39 (H): 0.1332, atom 40 (H): 0.1284, atom 41 (H): 0.1253, atom 42 (H): 0.0648, atom 43 (H): 0.1294, atom 44 (H): 0.1285, atom 45 (H): 0.1354, atom 46 (H): 0.1646